{"formula": "CHNO6PS3", "method": "wB97M-V/def2-TZVPD", "homo_ha": -0.228, "total_charge": -1, "mol_weight_g_mol": 250.20, "lumo_energy_ev": 2.77, "energy_ha": -2080.94728, "species": ["C", "N", "O", "O", "O", "O", "O", "O", "P", "S", "S", "S", "H"], "xyz": [[-2.55159, -1.99100, 1.61034], [-3.20510, -1.17485, 2.07087], [-1.60879, -0.63242, -2.94646], [1.09710, -3.25716, -0.21634], [-0.58103, 0.86532, -1.37454], [0.37698, -1.38041, -1.49182], [0.48932, -1.08545, 1.13740], [-1.73609, -1.19244, -0.54262], [0.14892, -2.17023, -0.03880], [1.69123, 0.04626, 0.93783], [-1.44235, -3.15038, 1.16478], [-1.01521, -0.48755, -1.68000], [1.16031, 0.46779, -0.30840]], "forces_ev_per_angstrom": [[0.867, -0.076, 0.050], [-1.148, 0.751, 0.517], [-0.340, -0.894, -1.420], [0.315, -1.250, 0.410], [-0.220, -0.627, 0.058], [-1.582, 0.089, 0.326], [-0.646, -0.748, -0.568], [1.169, 1.144, -1.983], [-0.402, 1.037, 0.773], [-0.293, 0.618, -1.689], [0.993, -1.439, -0.360], [0.461, 1.282, 2.470], [0.828, 0.114, 1.415]], "mulliken_charge": [0.5974, -0.5157, -0.5748, -0.7376, -0.6420, -0.3856, -0.2399, -0.5331, 1.1021, -0.1224, -0.2789, 1.1105, 0.2202]}


{"formula": "C54H51AsN3O5P2SSr", "method": "wB97M-V/def2-TZVPD", "homo_ha": -0.373, "total_charge": 1, "mol_weight_g_mol": 1078.58, "lumo_energy_ev": -2.38, "energy_ha": -5976.09328, "species": ["Sr", "C", "O", "C", "O", "N", "N", "H", "H", "H", "H", "H", "H", "O", "N", "C", "C", "C", "C", "C", "C", "C", "P", "C", "C", "C", "C", "C", "C", "C", "C", "C", "C", "C", "C", "H", "H", "H", "H", "H", "H", "H", "H", "H", "H", "H", "H", "H", "H", "H", "H", "O", "C", "O", "C", "C", "C", "C", "S", "C", "C", "H", "H", "H", "H", "H", "C", "C", "As", "C", "C", "C", "C", "C", "C", "C", "C", "C", "C", "C", "C", "P", "C", "C", "C", "C", "C", "C", "C", "C", "C", "C", "C", "C", "H", "H", "H", "H", "H", "H", "H", "H", "H", "H", "H", "H", "H", "H", "H", "H", "H", "H", "H", "H", "H", "H", "H", "H"], "xyz": [[-0.03117, 0.02140, 0.32132], [0.61394, 0.58396, 4.80648], [0.25302, 1.77945, 4.08957], [0.38591, 1.72964, 2.78918], [0.89278, 0.78489, 2.17550], [-0.02267, 2.85926, 2.18383], [-0.12673, 2.88766, 0.78151], [0.63948, 0.87630, 5.85065], [1.58682, 0.22992, 4.47356], [-0.14983, -0.17322, 4.63261], [-0.44332, 3.58716, 2.74374], [0.55551, 3.55543, 0.42718], [-1.06782, 3.19759, 0.53602], [-2.37945, -2.22628, 0.63223], [-2.40308, -1.89201, -0.72547], [-2.07884, -2.84539, -1.51493], [-1.65331, -4.21842, -1.15633], [-2.31012, -5.28492, -1.76251], [-1.93208, -6.58994, -1.49268], [-0.86798, -6.83475, -0.63584], [-0.18287, -5.77373, -0.06655], [-0.57381, -4.46124, -0.30711], [0.42610, -3.06167, 0.30252], [0.67089, -3.32903, 2.08479], [1.70867, -2.61988, 2.69334], [1.93824, -2.73584, 4.05348], [1.11410, -3.54516, 4.82629], [0.06795, -4.23447, 4.23192], [-0.15213, -4.13372, 2.86457], [2.03732, -3.52624, -0.42657], [2.96933, -4.35707, 0.18451], [4.06342, -4.81946, -0.53050], [4.25879, -4.43306, -1.84721], [3.35350, -3.57315, -2.45482], [2.24923, -3.12790, -1.74615], [-2.63254, -1.38569, 1.08582], [-2.15961, -2.59419, -2.56788], [-3.12792, -5.08640, -2.44257], [-2.45852, -7.41149, -1.95605], [-0.55838, -7.84873, -0.42744], [0.67006, -5.97465, 0.57042], [2.36238, -1.98890, 2.09622], [2.76398, -2.20324, 4.50677], [1.28937, -3.63998, 5.88892], [-0.57894, -4.85863, 4.83252], [-0.97409, -4.67067, 2.40905], [2.83250, -4.66568, 1.21420], [4.76311, -5.49699, -0.06053], [5.11733, -4.79418, -2.39401], [3.50360, -3.26025, -3.47962], [1.52058, -2.49000, -2.24039], [-6.08989, 4.74450, -1.56094], [-5.07674, 4.97954, -0.69700], [-4.70847, 6.10083, -0.48514], [-4.45940, 3.78426, -0.04650], [-3.89994, 3.94941, 1.21719], [-3.27901, 2.88854, 1.84820], [-3.17230, 1.63674, 1.22746], [-2.25521, 0.35133, 2.02186], [-3.74004, 1.47974, -0.03940], [-4.38100, 2.54030, -0.66190], [-6.34812, 3.81271, -1.52685], [-3.96249, 4.91999, 1.69089], [-2.88204, 3.00965, 2.84851], [-3.67493, 0.51769, -0.53190], [-4.78654, 2.39181, -1.65604], [4.65996, -0.60220, -0.29154], [5.94654, 0.21027, -0.37026], [7.64981, -0.72486, -0.00745], [6.98936, -1.73289, 1.53209], [6.54924, -3.04992, 1.50211], [6.04150, -3.64864, 2.64842], [5.96561, -2.93592, 3.83537], [6.41196, -1.62230, 3.87711], [6.92763, -1.02878, 2.73372], [7.62678, -2.03586, -1.45181], [8.39367, -3.19419, -1.32704], [8.53903, -4.06664, -2.39544], [7.95066, -3.77337, -3.61822], [7.20603, -2.61296, -3.75920], [7.03267, -1.75731, -2.67904], [3.13227, 0.43391, -0.25014], [3.24263, 1.38092, -1.80640], [2.44665, 0.92416, -2.85711], [2.50961, 1.51040, -4.11364], [3.37040, 2.57464, -4.33072], [4.17051, 3.03996, -3.29500], [4.11158, 2.44692, -2.04396], [3.52489, 1.61751, 1.08722], [3.20139, 2.96971, 1.02680], [3.37617, 3.79272, 2.13203], [3.87843, 3.27354, 3.31508], [4.20997, 1.92657, 3.38518], [4.03144, 1.10681, 2.28327], [4.63547, -1.22784, 0.60552], [4.55302, -1.29491, -1.13091], [5.94406, 1.00990, 0.37421], [6.05094, 0.69626, -1.34236], [6.59285, -3.60849, 0.57735], [5.70426, -4.67647, 2.61576], [5.57692, -3.40719, 4.72800], [6.38030, -1.06694, 4.80566], [7.28956, -0.00685, 2.78173], [8.89392, -3.41687, -0.39107], [9.13595, -4.96170, -2.28134], [8.08295, -4.44116, -4.45812], [6.75516, -2.37058, -4.71265], [6.45384, -0.85302, -2.81879], [1.78464, 0.07573, -2.70001], [1.89024, 1.13782, -4.91835], [3.42490, 3.03786, -5.30607], [4.84976, 3.86420, -3.46466], [4.75103, 2.81306, -1.25165], [2.82301, 3.39411, 0.10442], [3.13462, 4.84516, 2.06324], [4.02471, 3.91560, 4.17276], [4.61592, 1.51441, 4.29920], [4.30054, 0.05997, 2.36311]], "forces_ev_per_angstrom": [[-0.765, -0.624, -1.630], [-0.030, -0.035, 0.009], [0.014, 0.155, 0.117], [0.213, 0.095, -0.034], [0.504, 0.435, 1.358], [-0.024, 0.168, -0.070], [0.114, -0.025, 0.152], [-0.012, -0.029, -0.002], [-0.012, -0.004, 0.025], [0.057, -0.023, 0.013], [0.003, -0.072, -0.093], [-0.173, -0.081, -0.035], [0.057, -0.051, 0.059], [0.278, -0.748, -1.172], [0.047, -0.054, 0.340], [-0.056, 0.274, 0.546], [-0.133, 0.050, -0.103], [-0.022, -0.089, 0.026], [0.014, 0.092, 0.029], [0.002, 0.056, -0.020], [-0.018, -0.110, 0.089], [-0.029, 0.113, 0.071], [0.395, 0.015, -0.093], [0.050, -0.059, -0.039], [0.056, 0.024, -0.019], [-0.044, -0.029, 0.025], [0.018, 0.016, -0.025], [0.001, 0.004, 0.001], [-0.077, 0.063, 0.004], [-0.037, -0.031, -0.005], [-0.009, -0.075, 0.033], [0.082, 0.023, 0.033], [0.005, 0.087, -0.011], [0.031, -0.017, 0.006], [-0.036, 0.008, -0.034], [-0.074, 0.215, 0.100], [0.009, 0.056, 0.000], [-0.036, -0.002, -0.019], [-0.026, -0.038, -0.023], [0.012, -0.045, 0.006], [0.004, 0.025, 0.006], [-0.010, -0.002, -0.017], [0.031, 0.018, 0.015], [0.003, -0.003, 0.038], [-0.017, -0.021, 0.016], [0.000, -0.017, -0.007], [-0.015, -0.005, -0.004], [0.057, -0.005, 0.042], [0.086, -0.001, -0.061], [0.008, 0.003, -0.025], [0.016, 0.007, 0.029], [0.045, -0.150, 0.034], [-0.030, 0.116, -0.049], [-0.039, -0.111, 0.001], [0.009, 0.029, -0.023], [0.032, -0.014, -0.017], [-0.065, 0.012, 0.085], [0.289, 0.017, 0.007], [-0.655, 0.367, 0.426], [0.037, -0.041, 0.020], [-0.025, 0.012, -0.010], [0.006, 0.154, -0.008], [-0.015, 0.015, 0.013], [-0.005, -0.014, 0.019], [-0.012, -0.020, -0.030], [-0.014, -0.010, -0.025], [0.041, 0.018, 0.013], [-0.001, 0.006, 0.001], [0.031, 0.070, -0.068], [0.024, -0.008, -0.020], [-0.060, -0.011, 0.005], [-0.023, -0.009, -0.038], [-0.009, 0.015, 0.012], [0.010, 0.012, 0.003], [0.013, 0.001, -0.002], [0.013, -0.085, 0.125], [-0.033, -0.019, -0.007], [0.029, 0.019, -0.008], [-0.014, -0.029, 0.029], [-0.103, -0.029, 0.025], [0.047, 0.006, -0.006], [0.080, 0.052, -0.024], [0.017, -0.056, -0.015], [-0.049, -0.004, -0.011], [-0.002, 0.011, 0.009], [0.013, -0.014, 0.005], [-0.008, 0.001, -0.004], [0.021, 0.001, 0.015], [-0.013, -0.024, -0.015], [-0.014, -0.014, -0.024], [0.031, -0.005, 0.006], [-0.002, 0.001, 0.003], [-0.024, 0.018, -0.033], [-0.002, 0.014, -0.010], [0.021, 0.003, -0.010], [0.005, 0.024, -0.013], [-0.031, 0.004, -0.031], [-0.007, -0.014, 0.037], [-0.032, -0.050, -0.045], [-0.009, -0.039, -0.011], [-0.010, -0.019, 0.028], [-0.004, 0.016, 0.023], [0.016, 0.010, -0.008], [-0.001, 0.005, 0.009], [0.005, -0.020, 0.005], [0.007, -0.017, -0.032], [-0.008, 0.007, -0.025], [-0.043, 0.027, 0.010], [0.012, 0.016, 0.004], [-0.010, -0.005, -0.009], [-0.007, 0.017, -0.021], [0.011, 0.022, -0.008], [-0.003, 0.008, 0.022], [0.009, 0.009, -0.033], [-0.014, 0.029, -0.006], [-0.007, 0.014, 0.018], [0.017, -0.021, 0.040], [0.004, -0.030, 0.004]], "mulliken_charge": [1.1986, -0.5955, -0.5989, -0.1157, 0.7450, 0.0759, -0.3440, 0.3170, 0.1086, 0.2680, 0.2332, 0.2583, 0.1510, -0.4053, -0.1760, -1.2501, 0.3952, -0.7246, -0.6934, -0.8521, -0.3510, 0.7004, 0.6123, 0.7867, 0.0925, -1.0657, -0.8824, -0.8641, -0.7490, 1.2218, -0.0953, -0.8263, -0.4698, -0.8997, -0.6320, 0.2188, 0.5130, 0.5076, 0.4214, 0.4530, 0.4156, 0.4576, 0.7096, 0.4261, 0.4513, 0.5418, 0.3607, 0.4711, 0.4644, 0.4530, 0.2065, -0.4632, 0.5662, -0.5468, 0.6124, -0.6451, -0.8601, 0.5823, -0.4913, -0.6773, -0.8637, 0.3199, 0.4452, 0.5859, 0.4511, 0.3756, 0.6954, -1.7354, 0.2483, -0.2296, 0.4512, -0.7017, -0.5079, -0.8110, -0.2960, 0.3999, -0.3579, -0.6129, -0.5242, -0.6897, -0.2598, 0.9378, 1.3282, -0.8462, -0.6530, -0.6872, -0.7619, -0.2799, 0.9562, -1.2018, -1.0281, -0.9274, -0.5803, -0.5931, -0.4148, 0.1471, 0.6435, 0.5305, 0.3256, 0.4049, 0.4585, 0.4572, 0.3857, 0.4306, 0.4142, 0.4138, 0.4237, 0.2791, 0.0326, 0.4740, 0.4212, 0.4620, 0.3732, 0.9471, 0.4813, 0.4129, 0.5681, 0.1601]}


{"formula": "C6H9LiLuO7", "method": "wB97M-V/def2-TZVPD", "homo_ha": [-0.466, -0.653], "total_charge": 2, "s_squared": 0.7507, "mol_weight_g_mol": 375.04, "lumo_energy_ev": [-10.25, -10.15], "multiplicity": 2, "energy_ha": -2003.19821, "species": ["O", "C", "O", "Lu", "O", "C", "C", "H", "H", "H", "H", "C", "C", "O", "C", "O", "O", "O", "Li", "H", "H", "H", "H", "H"], "xyz": [[-2.47268, -0.65836, -1.10337], [-3.01678, -0.65883, 0.05314], [-2.96251, -1.70911, 0.74380], [-1.87973, -2.71985, -0.60746], [-3.63796, 0.42555, 0.41432], [-3.11248, 1.22172, 1.49907], [-1.60594, 1.25264, 1.50343], [-3.51773, 0.83403, 2.44129], [-3.53637, 2.21692, 1.32284], [-1.24424, 0.55720, 2.27218], [-1.23452, 2.25850, 1.73805], [4.05526, -0.10600, -0.57702], [2.61082, -0.31947, -0.29376], [2.07649, -1.37698, -0.98128], [0.80265, -1.38254, -1.41224], [0.36986, -0.43399, -2.08010], [0.12455, -2.35121, -0.95789], [4.35140, 1.25793, -0.37379], [-1.34845, 0.26641, -2.26975], [4.27850, -0.41113, -1.61923], [4.65569, -0.75373, 0.08604], [-0.97887, 0.94308, 0.54758], [5.13948, 1.48563, -0.87410], [2.08358, 0.16159, 0.52826]], "forces_ev_per_angstrom": [[0.474, -0.273, -0.681], [-1.252, 1.610, 0.472], [-1.144, 1.005, 1.645], [0.497, -2.922, -1.203], [0.035, -0.352, -0.670], [-0.474, 0.554, 0.305], [2.237, -0.566, -0.570], [0.193, 0.095, -0.214], [0.055, -0.380, 0.006], [0.091, 0.289, -0.076], [-0.154, -0.304, 0.094], [-0.010, 1.130, -0.691], [0.607, -3.772, -2.126], [3.715, 3.646, 1.991], [-4.397, 0.387, 0.231], [1.314, -0.747, 0.617], [1.692, 0.393, -0.785], [-0.669, -0.580, 0.406], [-0.216, 0.229, -0.242], [-0.265, -0.195, 0.417], [-0.240, -0.368, 0.169], [-1.786, 0.628, 1.365], [0.257, 0.104, -0.042], [-0.557, 0.389, -0.422]], "mulliken_spin": [-0.0196, -0.0567, -0.0073, 1.0706, -0.0018, -0.0049, 0.0071, 0.0008, -0.0006, -0.0056, -0.0001, 0.0027, 0.0030, -0.0069, 0.0430, -0.0066, -0.0257, 0.0003, -0.0001, 0.0001, 0.0008, 0.0045, -0.0001, 0.0031]}